Run A
{"formula": "C45H111N3O12", "method": "wB97M-V/def2-TZVPD", "species": ["C", "C", "O", "H", "H", "H", "H", "H", "H", "C", "C", "O", "H", "H", "H", "H", "H", "H", "C", "C", "O", "H", "H", "H", "H", "H", "H", "C", "C", "O", "H", "H", "H", "H", "H", "H", "C", "C", "O", "H", "H", "H", "H", "H", "H", "C", "C", "O", "H", "H", "H", "H", "H", "H", "C", "C", "O", "H", "H", "H", "H", "H", "H", "C", "C", "O", "H", "H", "H", "H", "H", "H", "C", "C", "O", "H", "H", "H", "H", "H", "H", "C", "C", "C", "C", "C", "C", "N", "O", "C", "C", "C", "H", "H", "H", "H", "H", "H", "H", "H", "H", "H", "H", "H", "H", "H", "H", "H", "H", "H", "H", "C", "C", "C", "C", "C", "C", "N", "O", "C", "C", "C", "H", "H", "H", "H", "H", "H", "H", "H", "H", "H", "H", "H", "H", "H", "H", "H", "H", "H", "H", "C", "C", "C", "C", "C", "C", "N", "O", "C", "C", "C", "H", "H", "H", "H", "H", "H", "H", "H", "H", "H", "H", "H", "H", "H", "H", "H", "H", "H", "H"], "coordinates": [[-4.36063, -3.19002, 0.60069], [-4.07936, -3.12201, -0.91770], [-4.93735, -3.95079, -1.64695], [-5.43155, -3.07729, 0.76955], [-3.90700, -2.34883, 1.12483], [-4.09489, -4.05965, 1.20170], [-3.01344, -3.29388, -1.06729], [-4.22084, -2.09601, -1.25744], [-4.44453, -4.36121, -2.36130], [-4.78207, -0.29287, -4.04033], [-6.15039, -0.71988, -3.60736], [-6.33898, -2.14081, -3.93972], [-4.03745, -0.98681, -3.65035], [-4.37579, 0.64792, -3.66892], [-4.60392, -0.20517, -5.11209], [-6.88874, -0.17744, -4.19787], [-6.27612, -0.47766, -2.55208], [-6.47638, -2.27937, -4.87967], [-2.02143, -1.87652, 4.77851], [-2.39871, -1.76947, 6.30388], [-2.46532, -3.08696, 6.89519], [-1.77232, -0.86984, 4.44290], [-2.78770, -2.26302, 4.10652], [-1.10014, -2.42753, 4.58951], [-3.33597, -1.24709, 6.49563], [-1.68385, -1.21455, 6.91145], [-2.75836, -2.93649, 7.79691], [-1.30943, 1.83727, 7.30536], [-1.76864, 3.19037, 6.75070], [-3.16255, 3.11266, 6.76162], [-1.80761, 1.13046, 6.64178], [-1.58398, 1.67463, 8.34760], [-0.22283, 1.84778, 7.21992], [-1.32942, 3.53461, 5.81438], [-1.58284, 3.86892, 7.58326], [-3.54291, 3.99409, 6.76492], [5.06267, 0.59560, -0.32017], [5.15431, -0.30098, -1.61854], [5.79559, -1.44603, -1.16326], [4.43954, 1.47977, -0.45458], [6.05173, 0.86992, 0.04673], [4.56964, -0.01232, 0.43842], [5.86207, 0.08978, -2.34962], [4.20261, -0.45231, -2.12792], [5.56318, -2.12139, -1.80474], [-3.96116, 1.11902, -0.54527], [-5.03391, 0.84657, 0.57936], [-6.36189, 0.49275, 0.06521], [-3.63807, 0.27092, -1.14896], [-3.06516, 1.57626, -0.12549], [-4.41073, 1.81372, -1.25477], [-5.29297, 1.79276, 1.05445], [-4.79313, 0.12865, 1.36339], [-6.91061, 1.27908, 0.11194], [3.26722, -2.79030, -4.45328], [4.83563, -2.90455, -4.43316], [5.20975, -3.29920, -3.19792], [2.80775, -3.74544, -4.19890], [2.80432, -2.48663, -5.39222], [2.85651, -2.08209, -3.73367], [5.15109, -1.87566, -4.60630], [5.32733, -3.50576, -5.19793], [6.06058, -3.73035, -3.30657], [-0.92597, -0.67550, -0.11148], [-0.52925, -1.04596, 1.29232], [0.85388, -1.19550, 1.48999], [-1.80230, -1.24191, -0.42665], [-0.01996, -0.91431, -0.66845], [-0.98421, 0.38595, -0.35236], [-0.99018, -1.93689, 1.71881], [-0.85039, -0.25325, 1.96801], [1.12701, -2.08171, 1.24172], [1.88820, 0.51041, 4.86456], [1.44880, 1.75199, 4.02950], [0.28487, 1.36047, 3.31739], [2.32054, -0.09201, 4.06564], [1.10460, -0.05939, 5.36398], [2.65929, 0.69890, 5.61154], [2.21682, 2.31844, 3.50282], [1.19679, 2.58222, 4.68929], [0.51816, 0.67811, 2.68368], [3.86648, -2.37319, 2.20577], [3.36228, -3.82734, 2.44731], [3.06313, -3.97963, 3.92417], [2.15195, -5.17212, 4.23212], [0.93038, -5.26974, 3.34442], [1.28251, -5.25873, 1.78173], [2.21149, -4.05761, 1.58219], [2.40960, -3.72889, 0.24064], [1.88065, -6.58135, 1.29299], [-0.00761, -5.06181, 0.94635], [4.49575, -4.81115, 2.12538], [4.62174, -2.11179, 2.94697], [3.09005, -1.63176, 2.39428], [4.23802, -2.28136, 1.18517], [3.93230, -3.86675, 4.57217], [2.44871, -3.17118, 4.32043], [1.92819, -5.13653, 5.29832], [2.75449, -6.07210, 4.10932], [0.30282, -4.42796, 3.63710], [0.33317, -6.12806, 3.65220], [1.08304, -7.30754, 1.13623], [2.14221, -6.32893, 0.26539], [2.69977, -6.89400, 1.94060], [-0.47484, -4.10402, 1.17538], [0.12517, -5.01069, -0.13432], [-0.70731, -5.83771, 1.25699], [4.41195, -5.77003, 2.63686], [5.44672, -4.32201, 2.33631], [4.72994, -5.00746, 1.07909], [3.04845, -4.39858, -0.01431], [-0.09002, 5.51872, 3.46365], [-0.14878, 5.55858, 1.91503], [0.99753, 6.55915, 1.46164], [1.46998, 6.31811, -0.03349], [1.82666, 4.90243, -0.21406], [0.71858, 3.82535, 0.09398], [0.07740, 4.18195, 1.44778], [-0.92649, 3.34433, 1.71120], [-0.28535, 3.76425, -1.05341], [1.51745, 2.42768, 0.18870], [-1.48169, 6.20107, 1.46931], [-0.30151, 6.53728, 3.78907], [0.87914, 5.22377, 3.86595], [-0.86038, 4.84803, 3.84418], [0.69837, 7.59354, 1.63089], [1.87038, 6.49612, 2.11146], [2.22694, 7.02856, -0.36571], [0.60599, 6.44357, -0.68608], [2.70448, 4.69512, 0.39796], [2.06298, 4.75133, -1.26736], [-1.12221, 3.13943, -0.74135], [-0.79465, 4.71891, -1.18504], [0.07925, 3.38336, -2.00739], [0.88077, 1.56946, 0.40362], [2.03391, 2.24598, -0.75383], [2.09637, 2.39510, 1.11168], [-1.50508, 6.22347, 0.37980], [-1.76909, 7.21027, 1.76428], [-2.33655, 5.64447, 1.85339], [-0.55188, 2.69277, 2.30847], [0.85473, 1.24270, -3.62629], [-0.41026, 0.81643, -4.48299], [-1.46512, 1.83960, -4.18575], [-1.23363, 3.08245, -5.04558], [-1.20761, 2.64870, -6.57050], [-0.10734, 1.67820, -6.91724], [-0.12772, 0.53512, -5.89685], [0.88866, -0.46904, -6.09372], [-0.34380, 1.09492, -8.31251], [1.24254, 2.42462, -6.82520], [-0.93876, -0.55986, -3.92491], [0.72745, 0.84971, -2.61760], [0.97737, 2.32461, -3.57597], [1.75235, 0.72119, -3.95857], [-2.47684, 1.44132, -4.26263], [-1.40311, 2.31018, -3.20452], [-0.30252, 3.62234, -4.87338], [-2.06186, 3.78485, -4.95196], [-1.14297, 3.45349, -7.30278], [-2.14058, 2.10935, -6.73409], [0.10766, 1.84547, -8.96131], [0.25904, 0.21162, -8.52339], [-1.40899, 0.93446, -8.47898], [1.64539, 2.41115, -5.81248], [1.96695, 1.99691, -7.51832], [1.09670, 3.45555, -7.14773], [-1.41755, -0.55258, -2.94573], [-0.29340, -1.43659, -3.97939], [-1.76812, -0.87278, -4.55920], [0.34057, -1.21566, -6.34625]], "smiles": "CC1(C)CCCC(C)(C)N1O.CC1(C)CCCC(C)(C)N1O.CC1(C)CCCC(C)(C)N1O.CCO.CCO.CCO.CCO.CCO.CCO.CCO.CCO.CCO", "charge": 0}

=====

Run B
{"formula": "C45H111N3O12", "method": "wB97M-V/def2-TZVPD", "species": ["C", "C", "C", "C", "C", "C", "N", "O", "C", "C", "C", "H", "H", "H", "H", "H", "H", "H", "H", "H", "H", "H", "H", "H", "H", "H", "H", "H", "H", "H", "C", "C", "C", "C", "C", "C", "N", "O", "C", "C", "C", "H", "H", "H", "H", "H", "H", "H", "H", "H", "H", "H", "H", "H", "H", "H", "H", "H", "H", "H", "C", "C", "C", "C", "C", "C", "N", "O", "C", "C", "C", "H", "H", "H", "H", "H", "H", "H", "H", "H", "H", "H", "H", "H", "H", "H", "H", "H", "H", "H", "O", "H", "H", "O", "H", "H", "O", "H", "H", "C", "C", "C", "O", "H", "H", "H", "H", "H", "H", "H", "H", "C", "C", "C", "O", "H", "H", "H", "H", "H", "H", "H", "H", "C", "C", "C", "O", "H", "H", "H", "H", "H", "H", "H", "H", "C", "C", "C", "O", "H", "H", "H", "H", "H", "H", "H", "H", "C", "C", "C", "O", "H", "H", "H", "H", "H", "H", "H", "H", "C", "C", "C", "O", "H", "H", "H", "H", "H", "H", "H", "H"], "coordinates": [[4.78622, -7.83446, -4.42815], [5.84789, -7.76688, -3.34647], [5.15164, -6.82582, -2.30575], [5.70381, -6.92629, -0.88234], [5.63957, -8.36027, -0.35175], [6.42545, -9.32672, -1.30770], [6.02001, -9.12621, -2.80402], [6.69733, -10.00077, -3.69416], [7.95134, -9.16631, -1.16762], [6.04088, -10.67260, -0.83327], [7.14796, -7.06967, -3.72691], [4.49164, -6.84332, -4.77306], [3.87542, -8.31361, -4.06902], [5.01606, -8.45936, -5.29115], [5.30236, -5.80157, -2.64677], [4.06927, -6.93725, -2.24119], [5.11555, -6.26036, -0.25100], [6.64061, -6.39155, -0.72566], [4.59717, -8.64437, -0.20755], [6.12938, -8.34040, 0.62179], [8.51148, -9.69063, -1.94185], [8.42297, -8.18368, -1.15774], [8.31277, -9.58355, -0.22774], [6.15640, -10.81200, 0.24158], [4.97772, -10.90677, -0.88766], [6.57892, -11.47393, -1.33974], [6.94587, -6.20687, -4.36161], [7.87522, -7.68306, -4.25883], [7.70086, -6.83257, -2.81797], [5.96582, -10.40046, -4.17031], [2.90126, 6.04607, -5.96044], [4.25581, 5.73705, -6.71441], [5.52628, 6.18049, -5.85219], [6.84751, 5.82146, -6.56690], [6.97931, 4.32671, -6.53951], [5.79415, 3.56315, -7.29161], [4.50386, 4.26021, -6.90909], [3.33736, 3.55428, -7.38350], [6.05178, 3.51753, -8.82154], [5.89471, 2.09539, -6.71993], [4.13764, 6.47818, -8.10006], [2.77922, 7.09482, -5.68963], [3.05080, 5.62288, -4.96715], [1.95497, 5.69446, -6.37153], [5.49800, 7.20419, -5.47893], [5.44123, 5.62918, -4.91573], [7.56728, 6.25234, -5.87092], [6.95990, 6.36894, -7.50272], [7.31302, 3.95828, -5.56946], [7.90533, 4.18087, -7.09568], [5.35954, 2.79066, -9.24648], [5.99232, 4.45352, -9.37696], [7.03913, 3.07709, -8.96027], [5.45568, 1.31608, -7.34283], [6.91303, 1.78514, -6.48569], [5.36661, 2.08320, -5.76649], [4.31815, 7.54687, -7.98424], [3.13095, 6.40015, -8.51065], [4.92016, 6.20969, -8.80976], [2.94486, 3.23182, -6.56893], [0.07222, 0.90228, -1.28239], [-1.36880, 0.91006, -0.67974], [-1.03868, 1.29196, 0.78355], [-2.22995, 1.73114, 1.67354], [-2.77097, 2.97185, 1.02475], [-3.12949, 2.76081, -0.52427], [-2.15256, 1.97577, -1.25815], [-2.37998, 1.79360, -2.58530], [-4.49639, 2.07539, -0.56867], [-3.12542, 4.21261, -1.06604], [-1.97663, -0.48957, -0.82423], [0.67508, 1.73139, -0.91193], [0.07182, 0.88197, -2.37220], [0.54780, -0.01777, -0.94265], [-0.84017, 0.29541, 1.17800], [-0.24577, 2.03426, 0.87504], [-1.88533, 1.96787, 2.68017], [-2.93516, 0.91290, 1.81930], [-2.29714, 3.91469, 1.29796], [-3.66376, 3.11329, 1.63386], [-4.85500, 2.15819, -1.59465], [-4.53323, 1.00697, -0.35607], [-5.19901, 2.60461, 0.07504], [-3.40088, 4.20612, -2.12064], [-3.81449, 4.80864, -0.46769], [-2.20008, 4.78867, -1.07074], [-2.03762, -0.68178, -1.89541], [-2.95823, -0.56429, -0.35628], [-1.24795, -1.23117, -0.49690], [-3.02893, 1.08693, -2.55223], [-6.01586, -1.34575, -5.92150], [-6.62491, -2.08347, -5.88897], [-6.14960, -0.96216, -6.78821], [-9.40707, 6.82126, -2.98149], [-8.58578, 7.07596, -3.40204], [-10.08872, 7.14563, -3.57002], [-11.17408, 8.01583, 0.87938], [-10.65718, 7.58393, 0.19930], [-11.01507, 8.95008, 0.74471], [0.54162, -8.13609, 7.20341], [-0.64581, -7.25804, 6.65357], [-0.25508, -6.36152, 5.53339], [-1.64384, -8.11716, 6.15339], [1.17787, -7.29588, 7.48148], [1.13163, -8.77556, 6.54687], [0.31099, -8.70869, 8.10177], [-1.04742, -6.72454, 7.51506], [0.30322, -6.74100, 4.67760], [0.35493, -5.56911, 5.96709], [-1.10726, -5.72339, 5.29946], [-2.35979, -7.64993, 5.71668], [-12.82508, 1.16210, -1.46932], [-13.74758, 1.27392, -2.73455], [-13.09514, 2.09055, -3.86454], [-14.16901, -0.00578, -3.13651], [-13.37999, 0.69880, -0.65354], [-12.68899, 2.17325, -1.08571], [-11.85320, 0.68807, -1.60659], [-14.68627, 1.77673, -2.50183], [-12.14245, 1.67541, -4.19336], [-13.03144, 3.15220, -3.62594], [-13.71786, 2.14289, -4.75759], [-14.72621, -0.39380, -2.45787], [-7.42560, 5.74639, 7.54025], [-6.63816, 6.42597, 8.67508], [-5.12318, 6.22916, 8.73632], [-6.90033, 7.83827, 8.83363], [-8.46764, 6.06580, 7.55564], [-7.47245, 4.65742, 7.53414], [-6.94646, 5.95976, 6.58475], [-7.20335, 6.14848, 9.56484], [-4.69053, 6.56840, 9.67751], [-4.66362, 6.75235, 7.89778], [-5.04299, 5.15110, 8.59687], [-6.71627, 8.26180, 7.99200], [3.15126, 0.65504, 7.94706], [3.97448, 0.89933, 6.63989], [4.00689, 2.42269, 6.45337], [5.27729, 0.41870, 6.93012], [2.82811, -0.38019, 8.05648], [2.20385, 1.16619, 8.11809], [3.80240, 0.79763, 8.80949], [3.62752, 0.39638, 5.73724], [4.25226, 2.71993, 5.43379], [4.66378, 2.91960, 7.16728], [3.05154, 2.91000, 6.64818], [5.83963, 0.60041, 6.17358], [8.64545, 0.83841, 0.44164], [9.84629, -0.00252, 0.76528], [11.08887, 0.67981, 0.15234], [9.98509, -0.08292, 2.17202], [7.84217, 0.58775, 1.13447], [8.22455, 0.72784, -0.55771], [8.83699, 1.89925, 0.60304], [9.72373, -0.99118, 0.32298], [11.23773, 1.59285, 0.72881], [10.88853, 1.02480, -0.86202], [12.02233, 0.11818, 0.18854], [10.84665, -0.38129, 2.47249], [-10.95718, -0.51916, 6.61745], [-9.82769, -1.51563, 6.17838], [-8.49746, -0.91086, 5.92829], [-9.72356, -2.48824, 7.15281], [-11.24951, 0.05949, 5.74121], [-10.61895, 0.14118, 7.41597], [-11.90910, -1.02595, 6.77588], [-10.24621, -2.01195, 5.30283], [-8.11903, -0.38703, 6.80606], [-8.49580, -0.26676, 5.04895], [-7.74860, -1.68129, 5.74456], [-9.95598, -2.10234, 8.00055]], "smiles": "CC1(C)CCCC(C)(C)N1O.CC1(C)CCCC(C)(C)N1O.CC1(C)CCCC(C)(C)N1O.CC(C)O.CC(C)O.CC(C)O.CC(C)O.CC(C)O.CC(C)O.O.O.O", "charge": 0}

=====

The structure with the least stability is run A.

=====

Run A
{"formula": "C4H10NO", "method": "wB97M-V/def2-TZVPD", "species": ["C", "N", "C", "O", "C", "C", "H", "H", "H", "H", "H", "H", "H", "H", "H", "H"], "coordinates": [[0.40288, -0.37956, -0.49410], [-0.39591, 0.64872, 0.12293], [-1.97696, 0.39216, -0.42583], [-2.57505, -0.58065, 0.13093], [1.90751, -0.13072, -0.34289], [2.36736, -0.02918, 1.09812], [0.10816, -1.30039, 0.01182], [0.27434, -0.48376, -1.58558], [-0.24030, 1.54426, -0.34209], [-2.34573, 1.44725, -0.34487], [-1.69231, 0.25383, -1.50810], [2.20760, 0.70638, -0.97811], [2.42544, -0.96470, -0.83757], [1.73435, -0.72122, 1.67051], [3.39141, -0.18657, 1.40975], [2.03738, 0.90343, 1.55650]], "smiles": "CCCNC[O-]", "charge": -1}

=====

Run B
{"formula": "C4H10NO", "method": "wB97M-V/def2-TZVPD", "species": ["C", "O", "C", "C", "C", "N", "H", "H", "H", "H", "H", "H", "H", "H", "H", "H"], "coordinates": [[-1.51162, 0.80493, -0.17840], [-2.46780, -0.03208, 0.17563], [0.01240, 0.09905, 0.22500], [1.20216, 0.49270, -0.62720], [2.58528, 0.09414, 0.09978], [-0.16019, -1.40532, 0.19332], [-1.55472, 1.87207, 0.39032], [-1.27145, 0.99612, -1.24384], [0.13422, 0.45441, 1.23885], [1.34139, 1.59286, -0.70951], [0.97991, 0.15232, -1.64537], [2.61421, 0.20986, 1.18281], [2.43292, -0.99845, 0.06538], [3.57938, 0.42694, -0.33668], [-1.17216, -1.46629, 0.22730], [0.05081, -2.09092, 0.95735]], "smiles": "CC[C@H](N)C[O-]", "charge": -1}

=====

The structure with the least stability is run B.